Density functional theory data (ωB97M-V/def2-TZVPD) for a molecular structure, C32H30ClF12GeNO4ReSe.

Element x y z (Å)
Re -0.664 -0.538 0.453
C 4.525 3.361 3.472
C 3.269 2.725 2.965
C 2.013 3.194 3.347
C 0.862 2.579 2.891
C 0.958 1.487 2.034
N -0.182 0.828 1.590
C -1.552 1.041 1.898
C -1.989 0.753 3.215
C -3.273 1.029 3.591
C -4.180 1.581 2.665
C -5.580 1.887 3.074
C -3.766 1.800 1.351
C -2.469 1.544 0.925
C -2.086 1.758 -0.557
O -0.982 0.967 -0.942
C -3.235 1.298 -1.514
F -2.768 1.228 -2.770
F -3.623 0.065 -1.156
F -4.292 2.099 -1.522
C -1.752 3.254 -0.751
F -1.478 3.527 -2.043
F -0.650 3.541 -0.035
F -2.733 4.045 -0.355
C 2.214 1.011 1.594
C 3.345 1.637 2.085
C 2.292 -0.198 0.664
O 1.149 -0.288 -0.160
C 2.534 -1.509 1.488
F 1.892 -1.447 2.664
F 3.819 -1.707 1.735
F 2.064 -2.578 0.820
C 3.409 -0.051 -0.412
F 4.636 0.077 0.063
F 3.141 1.056 -1.159
F 3.372 -1.104 -1.241
H 4.318 4.079 4.261
H 5.209 2.606 3.860
H 5.042 3.882 2.664
H 1.938 4.039 4.018
H -0.111 2.941 3.199
H -1.269 0.350 3.915
H -3.596 0.834 4.606
H -5.622 2.230 4.106
H -6.037 2.632 2.426
H -6.181 0.975 3.011
H -4.496 2.187 0.656
H 4.329 1.280 1.811
Cl -1.113 -7.832 -0.408
C -1.091 -6.122 -0.463
C -1.169 -5.469 -1.702
C -1.157 -4.089 -1.791
C -1.052 -3.342 -0.624
O -1.072 -1.997 -0.673
C -0.975 -3.983 0.632
C -0.881 -3.228 1.828
O -0.743 -1.980 1.880
C -1.006 -5.387 0.701
H -1.249 -6.066 -2.600
H -1.243 -3.593 -2.746
H -0.933 -3.739 2.791
H -0.954 -5.886 1.661
C 0.660 1.634 -7.203
Ge 1.832 1.233 -5.727
C 2.152 -0.619 -5.282
C 3.183 2.527 -5.270
C -0.077 1.788 -4.092
Se 0.659 1.266 -2.580
C 1.457 2.926 -1.999
H 1.250 1.452 -8.107
H 0.357 2.680 -7.205
H -0.211 0.984 -7.231
H 2.688 -1.071 -6.121
H 1.218 -1.165 -5.158
H 2.768 -0.720 -4.389
H 3.924 2.488 -6.075
H 3.699 2.286 -4.343
H 2.786 3.541 -5.243
H -0.688 1.065 -4.621
H -0.267 2.841 -4.271
H 2.420 2.971 -2.506
H 1.610 2.853 -0.926
H 0.817 3.759 -2.269

Summary:
HOMO energy, Ha: -0.58852
Charge: +3
Calculated total energy, eV: -212449.496
Gap between HOMO and LUMO, eV: 5.6104
Spin multiplicity: 1
LUMO, Eh: -0.3823

Atom charges from the Mulliken analysis, given in e for atoms 1 to 6:
1 Re 2.218
2 C -1.487
3 C 0.338
4 C -1.258
5 C -0.763
6 C 1.498

---

Density functional theory data (ωB97M-V/def2-TZVPD) for a molecular structure, C32H30F12N2O7PtS.

Element x y z (Å)
Pt 0.114 0.433 0.188
C -6.006 -1.897 -1.139
C -4.696 -1.672 -0.437
C -3.806 -2.718 -0.220
C -2.601 -2.491 0.414
C -2.260 -1.210 0.838
N -0.994 -1.004 1.428
C -0.768 -1.374 2.694
C -1.818 -1.989 3.440
C -1.664 -2.364 4.746
C -0.455 -2.140 5.402
C -0.271 -2.497 6.845
C 0.582 -1.537 4.688
C 0.475 -1.145 3.368
C 1.715 -0.527 2.713
O 1.600 0.024 1.462
C 2.784 -1.651 2.542
F 2.316 -2.569 1.693
F 3.099 -2.288 3.679
F 3.924 -1.172 2.040
C 2.266 0.648 3.586
F 2.843 0.247 4.735
F 1.268 1.471 3.901
F 3.186 1.345 2.927
C -3.122 -0.134 0.611
C -4.339 -0.400 -0.011
C -2.738 1.289 1.058
O -1.415 1.514 1.284
C -3.218 2.339 0.002
F -4.541 2.601 0.054
F -2.596 3.501 0.153
F -2.962 1.911 -1.248
C -3.458 1.573 2.410
F -3.324 2.842 2.791
F -2.931 0.803 3.372
F -4.774 1.304 2.383
H -6.319 -2.938 -1.067
H -5.925 -1.646 -2.199
H -6.793 -1.274 -0.714
H -4.060 -3.718 -0.547
H -1.898 -3.296 0.581
H -2.771 -2.132 2.957
H -2.491 -2.820 5.275
H -0.915 -3.328 7.131
H -0.528 -1.645 7.479
H 0.763 -2.765 7.057
H 1.511 -1.380 5.211
H -5.039 0.406 -0.172
N -0.736 2.944 -3.396
C 0.318 3.696 -2.709
C 0.765 2.958 -1.445
O 1.746 3.307 -0.822
O -0.059 2.008 -1.159
H -0.977 3.390 -4.274
H -1.569 2.923 -2.817
H -0.406 1.195 -3.285
H 0.021 4.709 -2.418
H 1.184 3.789 -3.366
C -0.264 -2.092 -3.226
C -0.523 -0.705 -2.726
O -0.184 0.240 -3.558
O -1.029 -0.520 -1.617
H 0.054 -2.094 -4.264
H -1.167 -2.688 -3.095
H 0.514 -2.512 -2.590
C 5.076 -0.866 -7.114
C 4.489 -0.557 -5.765
C 4.374 0.754 -5.315
C 3.823 1.036 -4.074
C 3.399 -0.007 -3.267
C 3.499 -1.320 -3.693
C 4.044 -1.587 -4.938
S 2.648 0.389 -1.695
C 4.134 0.516 -0.707
O 1.932 -0.855 -1.233
H 5.295 0.046 -7.667
H 4.389 -1.467 -7.710
H 6.004 -1.431 -7.015
H 4.709 1.566 -5.949
H 3.720 2.061 -3.738
H 3.143 -2.114 -3.049
H 4.122 -2.613 -5.278
H 4.675 -0.428 -0.733
H 3.810 0.761 0.301
H 4.733 1.330 -1.115

Summary:
HOMO energy (spin up / spin down), Ha: -0.30021 / -0.32642
Calculated total energy, eV: -97674.048
Gap between HOMO and LUMO (spin up / spin down), eV: 8.7225 / 6.7824
Spin multiplicity: 5
LUMO (spin up / spin down), Eh: 0.0203 / -0.0772

Atom charges from the Mulliken analysis, given in e for atoms 1 to 6:
1 Pt 2.400
2 C -1.620
3 C 0.612
4 C -0.920
5 C -0.744
6 C 0.414

---

Density functional theory data (ωB97M-V/def2-TZVPD) for 2 unconnected molecules or ions with the total composition C32H30N2O6S2.

Element x y z (Å)
C -6.650 -4.138 -0.692
O -5.215 -3.932 -0.817
C -4.703 -2.690 -0.609
C -3.312 -2.503 -0.857
C -2.711 -1.297 -0.534
C -3.460 -0.275 0.054
N -2.842 0.928 0.470
C -1.536 1.035 0.920
N -1.408 2.310 1.413
C -0.248 2.844 2.103
C -2.634 2.944 1.360
C -3.515 2.102 0.796
C -4.831 -0.432 0.262
C -5.473 -1.608 -0.114
H -6.783 -5.186 -0.969
H -6.994 -3.973 0.340
H -7.207 -3.488 -1.384
H -2.737 -3.331 -1.267
H -1.661 -1.140 -0.761
H 0.537 3.114 1.389
H -0.570 3.744 2.633
H 0.147 2.113 2.820
H -2.806 3.935 1.740
H -4.569 2.230 0.634
H -5.411 0.363 0.720
H -6.553 -1.695 0.018
C -0.253 3.394 -5.498
O 0.080 1.995 -5.363
C 0.477 1.523 -4.152
C 0.437 0.119 -3.995
C 0.475 -0.413 -2.728
C 0.662 0.406 -1.587
C 0.730 -0.191 -0.239
C 1.872 -0.065 0.600
S 3.370 -1.003 0.213
C 4.786 0.073 -0.078
C 5.758 -0.461 -0.929
C 6.921 0.258 -1.184
C 7.115 1.513 -0.595
C 6.158 2.021 0.288
C 4.994 1.294 0.554
O 3.660 -1.810 1.381
O 3.163 -1.642 -1.070
S 1.735 0.399 2.273
C 1.123 -1.023 3.160
C 0.928 -0.860 4.539
C 0.157 -1.788 5.236
C -0.433 -2.863 4.557
C -0.147 -3.065 3.206
C 0.691 -2.181 2.517
O 3.078 0.751 2.808
O -0.744 0.098 1.098
C 0.886 1.775 -1.785
C 0.817 2.349 -3.053
H -0.549 3.501 -6.544
H -1.091 3.672 -4.837
H 0.624 4.025 -5.285
H 0.295 -0.505 -4.877
H 0.416 -1.494 -2.600
H 0.283 -1.182 -0.215
H 5.599 -1.437 -1.384
H 7.677 -0.181 -1.835
H 8.017 2.083 -0.817
H 6.330 2.977 0.783
H 4.268 1.646 1.280
H 1.360 0.014 5.030
H -0.003 -1.652 6.304
H -1.104 -3.541 5.091
H -0.574 -3.913 2.666
H 1.005 -2.396 1.497
H 1.130 2.387 -0.917
H 0.965 3.419 -3.184

Summary:
HOMO energy, Ha: -0.25709
Calculated total energy, eV: -70600.643
Gap between HOMO and LUMO, eV: 6.1632
Spin multiplicity: 1
LUMO, Eh: -0.0306

Atom charges from the Mulliken analysis, given in e for atoms 1 to 6:
1 C -0.834
2 O -0.433
3 C 0.769
4 C -0.921
5 C 0.125
6 C 0.630

---

Density functional theory data (ωB97M-V/def2-TZVPD) for a molecular structure, C32H30N7O3Tc.

Element x y z (Å)
Tc 9.165 10.366 8.242
O 8.211 9.018 11.999
C 8.582 9.591 11.035
N 8.227 9.417 9.718
C 7.254 8.390 9.434
C 7.289 8.174 7.941
C 6.464 7.145 7.416
C 6.306 7.105 6.038
C 7.021 7.976 5.237
C 7.854 8.898 5.781
N 7.926 8.996 7.165
C 9.603 10.685 11.082
C 10.089 11.230 12.273
C 10.879 12.320 12.200
C 11.328 12.875 10.998
C 10.771 12.362 9.831
N 9.963 11.314 9.883
H 6.304 8.585 9.882
H 7.710 7.445 9.847
H 5.860 6.449 8.046
H 5.708 6.367 5.527
H 6.830 8.032 4.190
H 8.395 9.542 5.150
H 9.793 10.769 13.237
H 11.121 12.809 13.109
H 12.032 13.700 10.982
H 10.979 12.803 8.870
O 10.594 8.987 8.113
C 11.569 8.805 7.210
C 12.372 7.658 7.300
C 13.541 7.550 6.586
C 13.833 8.497 5.625
C 13.055 9.568 5.437
C 11.898 9.722 6.201
C 11.137 10.910 6.036
N 10.140 11.346 6.754
N 9.575 12.559 6.363
C 8.517 12.781 7.077
O 7.986 11.956 7.939
C 7.902 14.120 6.970
C 6.562 14.259 7.375
C 5.976 15.478 7.364
C 6.677 16.547 6.770
C 7.995 16.419 6.385
C 8.613 15.199 6.421
H 12.237 6.900 8.080
H 14.171 6.678 6.849
H 14.771 8.464 5.066
H 13.382 10.356 4.780
H 11.368 11.550 5.144
H 6.043 13.403 7.779
H 4.992 15.564 7.699
H 6.205 17.511 6.640
H 8.490 17.246 5.912
H 9.638 15.114 6.149
N 13.239 12.565 8.206
C 13.773 11.560 8.300
N 14.339 10.406 8.377
C 15.774 10.372 7.841
C 16.557 9.246 8.510
C 16.760 9.494 9.973
C 15.385 10.008 10.534
C 14.126 9.676 9.625
H 16.315 11.322 8.055
H 15.736 10.133 6.796
H 17.496 9.085 8.026
H 15.981 8.300 8.396
H 17.647 10.045 10.238
H 16.999 8.537 10.487
H 15.569 11.156 10.514
H 15.115 9.640 11.526
H 13.238 10.005 10.074
H 14.138 8.566 9.450

Summary:
HOMO energy (spin up / spin down), Ha: -0.39336 / -0.40057
Charge: +1
Calculated total energy, eV: -52437.174
Gap between HOMO and LUMO (spin up / spin down), eV: 7.7410 / 6.4527
Spin multiplicity: 4
LUMO (spin up / spin down), Eh: -0.1089 / -0.1634

Atom charges from the Mulliken analysis, given in e for atoms 1 to 6:
1 Tc -0.961
2 O -0.636
3 C 0.009
4 N 0.747
5 C -0.643
6 C 0.669

---

Density functional theory data (ωB97M-V/def2-TZVPD) for a molecular structure, C32H31BrF4N2PRu.

Element x y z (Å)
Ru -0.857 0.320 -0.541
C -1.137 2.602 -1.504
C -1.105 3.054 -0.147
C -2.331 2.652 0.482
C -3.023 1.776 -0.416
C -2.365 1.865 -1.692
C -3.057 1.590 -2.982
C -4.358 1.168 -0.178
C -2.944 3.274 1.669
C -0.084 3.938 0.464
C -0.198 2.997 -2.591
H -2.427 1.819 -3.837
H -3.935 2.238 -3.042
H -3.417 0.563 -3.055
H -5.141 1.896 -0.402
H -4.484 0.878 0.863
H -4.523 0.304 -0.820
H -3.677 4.011 1.329
H -2.218 3.797 2.281
H -3.493 2.558 2.278
H -0.387 4.983 0.359
H 0.884 3.825 -0.019
H 0.024 3.744 1.529
H -0.740 3.538 -3.369
H 0.260 2.121 -3.060
H 0.588 3.645 -2.217
F 1.909 -0.760 7.096
C 1.681 -0.593 5.810
C 2.553 -1.130 4.861
F 3.617 -1.821 5.235
C 2.294 -0.947 3.504
F 3.112 -1.525 2.622
C 1.203 -0.204 3.057
P 0.849 0.038 1.264
C 2.507 0.175 0.547
C 2.727 -0.260 -0.761
C 3.994 -0.178 -1.310
C 5.036 0.363 -0.569
C 4.799 0.887 0.694
C 3.533 0.820 1.243
C 0.123 -1.652 1.021
C -1.289 -1.724 1.022
C -1.918 -2.961 1.026
C -1.163 -4.124 1.027
C 0.221 -4.055 0.979
C 0.868 -2.828 0.959
C 0.331 0.291 4.021
Br -1.220 1.179 3.478
C 0.554 0.107 5.377
F -0.307 0.602 6.254
H 1.890 -0.661 -1.327
H 4.177 -0.527 -2.316
H 6.026 0.417 -0.991
H 5.598 1.353 1.253
H 3.341 1.250 2.215
H -1.911 -0.813 1.160
H -2.996 -3.025 1.061
H -1.652 -5.085 1.079
H 0.805 -4.962 0.979
H 1.948 -2.787 0.925
C 0.651 -4.030 -3.991
N 0.166 -2.730 -3.617
C -0.336 -1.792 -4.462
C -0.655 -0.709 -3.700
N -0.364 -0.981 -2.393
C 0.138 -2.211 -2.386
H 0.397 -4.209 -5.035
H 0.194 -4.801 -3.370
H 1.735 -4.090 -3.875
H -0.437 -1.950 -5.514
H -1.068 0.225 -4.015
H 0.484 -2.739 -1.517

Summary:
HOMO energy (spin up / spin down), Ha: -0.50207 / -0.51786
Charge: +2
Calculated total energy, eV: -129433.685
Gap between HOMO and LUMO (spin up / spin down), eV: 5.7198 / 7.1832
Spin multiplicity: 2
LUMO (spin up / spin down), Eh: -0.2919 / -0.2539

Atom charges from the Mulliken analysis, given in e for atoms 1 to 6:
1 Ru 0.363
2 C 0.625
3 C 0.754
4 C 1.597
5 C 0.643
6 C 0.445

---

Density functional theory data (ωB97M-V/def2-TZVPD) for a molecular structure, C32H31BrF4N2PRu.

Element x y z (Å)
Ru -0.249 -0.072 0.130
C -1.946 0.026 -1.493
C -1.606 -1.331 -1.235
C -0.299 -1.530 -1.670
C 0.220 -0.279 -2.134
C -0.821 0.667 -2.060
C -0.852 2.028 -2.667
C 1.542 -0.129 -2.801
C 0.403 -2.840 -1.820
C -2.569 -2.406 -0.828
C -3.327 0.586 -1.458
H -1.517 1.997 -3.535
H 0.128 2.354 -3.002
H -1.263 2.774 -1.990
H 1.472 -0.542 -3.813
H 2.320 -0.689 -2.282
H 1.850 0.906 -2.886
H 0.635 -2.993 -2.877
H -0.207 -3.674 -1.486
H 1.347 -2.863 -1.282
H -3.136 -2.750 -1.696
H -3.289 -2.047 -0.095
H -2.061 -3.274 -0.413
H -3.783 0.428 -2.441
H -3.334 1.655 -1.266
H -3.958 0.088 -0.724
F 1.915 3.984 5.846
C 1.495 3.616 4.657
C 1.453 4.530 3.621
F 1.821 5.777 3.827
C 1.016 4.123 2.372
F 0.962 5.051 1.417
C 0.619 2.818 2.118
P 0.066 2.301 0.464
C 1.357 2.935 -0.635
C 1.376 4.168 -1.291
C 2.475 4.543 -2.045
C 3.581 3.707 -2.139
C 3.575 2.482 -1.492
C 2.463 2.095 -0.758
C -1.564 3.115 0.444
C -2.610 2.380 1.002
C -3.866 2.945 1.169
C -4.100 4.248 0.759
C -3.071 4.989 0.193
C -1.808 4.435 0.051
C 0.641 1.937 3.189
Br 0.018 0.169 3.017
C 1.079 2.312 4.440
F 1.112 1.453 5.450
H 0.549 4.853 -1.222
H 2.472 5.500 -2.552
H 4.447 4.016 -2.711
H 4.430 1.821 -1.570
H 2.463 1.132 -0.269
H -2.451 1.363 1.327
H -4.662 2.363 1.618
H -5.079 4.692 0.892
H -3.247 6.009 -0.125
H -1.024 5.054 -0.351
C 3.745 -2.739 2.956
N 2.514 -2.514 2.181
C 1.345 -3.235 2.287
C 0.475 -2.671 1.415
N 1.102 -1.615 0.752
C 2.321 -1.554 1.275
H 3.773 -3.779 3.264
H 3.753 -2.096 3.832
H 4.607 -2.529 2.330
H 1.250 -4.077 2.954
H -0.540 -2.957 1.211
H 3.098 -0.862 0.986

Summary:
HOMO energy (spin up / spin down), Ha: -0.52509 / -0.53363
Charge: +2
Calculated total energy, eV: -129436.000
Gap between HOMO and LUMO (spin up / spin down), eV: 7.6929 / 7.2811
Spin multiplicity: 2
LUMO (spin up / spin down), Eh: -0.2424 / -0.2661

Atom charges from the Mulliken analysis, given in e for atoms 1 to 6:
1 Ru 0.345
2 C 0.186
3 C 1.296
4 C -0.103
5 C 1.696
6 C 0.280

---

Looking at energy above the lowest of the compared OMol25 structures with the same formula, charge and spin for the records above, in order, we have 0.00; 3.92; 0.00; 0.00; 78.22; 24.84 kcal per mole.